Here is C12H24N4O3 in the gas phase from the OMol25 dataset. Energies are from wB97M-V/def2-TZVPD.

```
! wB97M-V def2-TZVPD RIJCOSX def2/J DEFGRID3
* xyz 0 1
O -0.129 0.337 -1.311
O 0.144 -0.895 3.073
O -0.874 3.064 0.852
N 0.502 4.108 -0.619
N -1.596 -1.109 1.662
N 0.899 -1.751 -3.857
N 0.594 0.705 0.787
C -0.097 -2.517 0.284
C 0.242 -3.002 -3.563
C -1.054 -0.982 2.858
C -0.944 -1.206 0.331
C 1.230 1.984 0.459
C 2.199 2.316 1.596
C -2.012 -0.988 4.047
C -0.463 -2.983 -2.212
C -0.111 0.000 -0.121
C 0.190 3.126 0.228
C -0.326 5.303 -0.895
C 0.561 -2.795 -1.067
H -0.516 -3.250 -4.312
H -1.461 -0.891 4.987
H 2.825 1.383 1.859
H -0.461 5.456 -1.936
H 1.281 3.891 -1.214
H -1.184 -2.198 -2.201
H 0.248 6.156 -0.500
H 1.830 1.813 -0.445
H -1.271 5.275 -0.311
H 0.374 -0.963 -3.548
H 1.136 -3.715 -1.016
H 1.629 2.599 2.495
H 1.225 -1.968 -1.336
H 0.597 -2.443 1.108
H 0.955 -3.827 -3.575
H 0.506 0.423 1.779
H -2.596 -1.098 1.656
H -0.976 -3.944 -2.090
H -1.757 -1.329 -0.388
H 1.824 -1.696 -3.429
H 2.856 3.129 1.337
H -2.519 -1.962 4.050
H -0.758 -3.365 0.515
H -2.743 -0.192 3.984
*
```

SMILES string   CNC(=O)[C@@H](C)NC(=O)[C@@H](CCCCN)NC(C)=O
LUMO energy   0.0266 Ha
Relative energy (zero: lowest compared OMol25 entry of this formula, charge and spin)   0.000 eV
DFT total energy   -24937.777 eV
HOMO energy   -8.70 eV
Gap between HOMO and LUMO   9.4 eV



Here is a 2-piece molecular cluster, CH2ClN overall from the OMol25 dataset. Energies are from wB97M-V/def2-TZVPD.

```
! wB97M-V def2-TZVPD RIJCOSX def2/J DEFGRID3
* xyz 0 1
Cl 0.099 0.226 2.341
N 0.253 0.981 -1.751
C -0.308 0.067 -1.447
H 0.909 -0.632 1.874
H -0.954 -0.642 -1.017
*
```

SMILES string   C#N.Cl
LUMO energy   0.0279 Ha
Relative energy (zero: lowest compared OMol25 entry of this formula, charge and spin)   0.140 eV
DFT total energy   -15081.093 eV
HOMO energy   -11.98 eV
Gap between HOMO and LUMO   12.7 eV



Here is C34H36N2O2P2RhS as an isolated structure from the OMol25 dataset. Energies are from wB97M-V/def2-TZVPD.

```
! wB97M-V def2-TZVPD RIJCOSX def2/J DEFGRID3
* xyz 1 5
Rh 11.251 -5.329 14.228
S 9.341 -4.302 13.217
P 13.165 -9.148 15.329
P 12.937 -3.885 13.196
O 9.825 -10.495 14.679
O 11.657 -9.547 15.744
N 12.870 -5.342 15.539
N 10.370 -6.935 15.243
C 15.217 -12.569 16.374
C 14.380 -10.377 15.756
C 12.230 -0.594 10.152
C 13.354 -10.109 11.351
C 7.661 -4.659 13.821
C 13.289 -9.033 13.566
C 15.574 -4.828 13.524
C 16.843 -5.783 11.637
C 13.244 -3.058 14.840
C 12.898 -2.469 12.124
C 14.144 -11.715 16.137
C 11.513 -0.585 11.378
C 13.597 -10.153 12.711
C 16.522 -12.064 16.285
C 16.738 -10.719 16.003
C 12.752 -7.890 12.959
C 14.479 -5.210 11.354
C 12.414 -7.919 11.628
C 13.242 -1.510 9.914
C 13.458 -4.110 15.831
C 13.460 -6.270 16.378
C 9.416 -4.810 11.476
C 10.443 -9.509 14.996
C 15.671 -5.704 10.837
C 14.328 -4.246 16.958
C 16.743 -5.406 12.972
C 14.396 -5.607 17.238
C 13.674 -2.336 10.972
C 12.678 -9.021 10.803
C 11.840 -1.534 12.327
C 13.319 -7.783 16.567
C 15.708 -9.881 15.649
C 9.902 -8.156 14.525
C 14.440 -4.731 12.683
H 11.277 -1.628 13.242
H 17.351 -12.718 16.457
H 14.241 -7.957 17.150
H 11.945 0.097 9.364
H 10.219 -8.038 13.463
H 10.669 0.055 11.569
H 14.030 -11.055 13.135
H 15.597 -4.534 14.575
H 17.593 -5.493 13.609
H 15.733 -6.017 9.811
H 14.034 -2.301 14.861
H 7.003 -4.759 12.964
H 13.140 -12.081 16.235
H 7.672 -5.575 14.424
H 15.031 -6.040 17.996
H 13.595 -5.221 10.703
H 15.952 -8.855 15.366
H 12.614 -6.923 13.499
H 9.539 -6.540 15.727
H 8.794 -8.292 14.500
H 12.463 -7.935 17.248
H 10.939 -7.182 16.069
H 14.993 -13.627 16.625
H 14.810 -3.448 17.498
H 9.545 -5.861 11.352
H 17.717 -6.143 11.166
H 8.592 -4.377 10.905
H 13.756 -1.527 8.969
H 17.723 -10.358 16.127
H 13.643 -10.912 10.690
H 7.382 -3.774 14.417
H 12.295 -2.509 15.122
H 12.025 -7.008 11.206
H 14.630 -2.838 10.912
H 10.338 -4.321 11.080
H 12.342 -9.056 9.775
*
```

Expectation value of S²   6.054
LUMO energy (spin up / spin down)   -0.0851 / -0.1931 Ha
Relative energy (zero: lowest compared OMol25 entry of this formula, charge and spin)   0.000 eV
DFT total energy   -75327.592 eV
HOMO energy (spin up / spin down)   -6.84 / -10.05 eV
Gap between HOMO and LUMO (spin up / spin down)   4.5 / 4.8 eV



Here is C24H20N2O2 in the gas phase from the OMol25 dataset. Energies are from wB97M-V/def2-TZVPD.

```
! wB97M-V def2-TZVPD RIJCOSX def2/J DEFGRID3
* xyz 0 1
O 0.309 0.394 -1.435
O -5.979 0.797 -1.392
N 0.164 0.141 3.038
N 6.803 -0.336 -3.130
C -0.128 -0.607 0.922
C -6.389 2.182 -1.285
C 2.519 1.012 -1.247
C 1.290 -0.643 2.732
C 3.277 -2.143 1.542
C -4.670 0.497 -1.182
C 2.079 -1.949 0.840
C 5.667 -0.175 -2.905
C -0.530 -0.662 -0.511
C 1.567 0.146 -1.824
C 0.009 0.953 4.227
C 3.477 -1.566 2.804
C -1.971 -0.201 -0.822
C 2.506 -0.767 3.406
C -2.402 1.093 -0.526
C -2.924 -1.171 -1.145
C 3.305 -0.783 -3.223
C 4.267 0.000 -2.585
C -4.256 -0.841 -1.312
C 1.955 -0.747 -2.853
C -3.747 1.452 -0.732
C 3.844 0.961 -1.669
C 1.079 -1.196 1.447
C -0.742 0.076 1.982
H -2.611 -2.206 -1.248
H 2.140 1.682 -0.468
H 1.874 -2.371 -0.138
H -0.846 0.648 4.855
H -4.053 2.482 -0.536
H 1.200 -1.307 -3.409
H -0.130 2.017 3.972
H 0.915 0.858 4.836
H 4.033 -2.771 1.091
H -1.709 0.568 2.019
H -1.701 1.843 -0.126
H 2.682 -0.258 4.343
H -7.448 2.179 -1.558
H 4.551 1.670 -1.241
H -6.269 2.546 -0.258
H -5.832 2.834 -1.972
H 3.647 -1.419 -4.043
H 4.430 -1.742 3.291
H -4.997 -1.573 -1.571
H -0.255 -1.598 -1.005
*
```

SMILES string   COc1ccc([C@@H](Oc2ccc(C#N)cc2)c2cn(C)c3ccccc23)cc1
LUMO energy   0.0175 Ha
Relative energy (zero: lowest compared OMol25 entry of this formula, charge and spin)   2.388 eV
DFT total energy   -32286.243 eV
HOMO energy   -7.96 eV
Gap between HOMO and LUMO   8.4 eV



Here is a 5-piece molecular cluster, C21H44B3NO9 overall from the OMol25 dataset. Energies are from wB97M-V/def2-TZVPD.

```
! wB97M-V def2-TZVPD RIJCOSX def2/J DEFGRID3
* xyz 0 1
O 1.811 5.237 -0.742
O -7.811 -2.964 3.342
O -1.561 -4.878 -0.593
O -1.528 -2.712 -1.174
O 5.867 7.893 -1.604
O 9.023 4.305 0.894
O -8.408 -4.284 1.469
O 0.405 1.574 -4.166
O -6.608 -4.968 2.850
N -7.781 -0.542 1.541
C -0.790 -3.279 1.029
C -5.635 -3.371 4.636
C 6.143 6.833 -1.091
C 2.041 -0.122 -3.853
C 5.141 6.080 -0.248
C 9.843 3.417 0.890
C 0.672 0.497 -3.685
C 10.639 3.066 2.123
C -2.927 -5.202 -0.911
C -1.324 -3.558 -0.343
C -5.227 -4.570 0.068
C 2.410 6.455 -2.695
C -0.330 -0.295 -2.886
C -4.745 -4.514 5.155
C 10.122 2.603 -0.351
C 7.498 6.192 -1.255
C 1.309 4.135 -2.791
C -6.441 -5.506 0.333
C -8.603 -1.718 1.205
C -3.844 -5.211 0.319
C 1.839 5.269 -1.951
B -8.308 -3.015 2.046
B -7.196 -4.958 1.583
B -6.716 -3.796 3.587
H 9.491 2.948 -1.166
H -8.407 -1.972 0.155
H -1.627 -3.043 1.692
H -5.016 -2.596 4.166
H 11.170 2.702 -0.635
H -1.270 0.249 -2.835
H -6.175 -2.893 5.462
H 0.510 4.487 -3.444
H -7.914 -0.267 2.505
H 2.673 0.538 -4.442
H -9.660 -1.433 1.234
H 0.922 3.348 -2.150
H -5.188 -4.991 6.034
H 1.639 6.894 -3.330
H -0.262 -4.146 1.427
H -0.501 -1.268 -3.348
H 8.122 6.823 -1.884
H 2.498 -0.288 -2.876
H 4.948 5.098 -0.683
H -6.117 -6.545 0.433
H 2.101 3.730 -3.422
H -2.877 -6.196 -1.362
H -3.339 -4.734 1.162
H -5.296 -3.691 0.727
H -5.288 -4.168 -0.948
H 0.041 -0.467 -1.875
H -7.129 -5.467 -0.518
H 3.244 6.141 -3.324
H -0.112 -2.425 0.991
H -4.566 -5.267 4.384
H -4.005 -6.254 0.608
H 5.531 5.944 0.762
H 7.391 5.209 -1.716
H 1.956 -1.087 -4.354
H 9.922 1.547 -0.159
H 7.970 6.056 -0.284
H 4.210 6.637 -0.200
H 10.350 3.718 2.943
H 10.458 2.027 2.402
H -6.798 -0.734 1.399
H 11.706 3.181 1.924
H -3.279 -4.503 -1.676
H -3.767 -4.136 5.472
H 2.758 7.201 -1.985
*
```

SMILES string   CCB1OB(CN)OB(CCCCOC(C)=O)O1.CC(C)=O.CC(C)=O.CC(C)=O.CC(C)=O
LUMO energy   0.0104 Ha
Relative energy (zero: lowest compared OMol25 entry of this formula, charge and spin)   0.000 eV
DFT total energy   -44444.523 eV
HOMO energy   -9.10 eV
Gap between HOMO and LUMO   9.4 eV



Here is an isolated ion of composition C11H12ClN2O and charge +1 from the OMol25 dataset. Energies are from wB97M-V/def2-TZVPD.

```
! wB97M-V def2-TZVPD RIJCOSX def2/J DEFGRID3
* xyz 1 1
Cl -3.179 -0.175 2.138
O -0.015 -3.862 -3.006
N 0.252 -0.618 -1.478
N 0.047 -1.523 0.454
C -0.020 -2.644 -2.974
C -0.555 -0.198 2.874
C -0.077 0.376 -2.480
C 0.324 -0.379 -0.160
C 0.221 0.934 0.543
C 1.193 0.885 1.725
C 0.835 0.267 2.845
C -1.225 1.140 0.849
C 0.018 -2.000 -1.711
C -0.084 -2.523 -0.463
C -1.525 0.145 1.974
H 0.503 1.744 -0.218
H -1.367 2.199 1.121
H 2.041 1.581 1.796
H 0.181 -1.581 1.455
H -0.228 -3.549 -0.370
H 1.592 0.168 3.602
H -0.568 1.156 -1.805
H 0.015 -2.130 -3.942
H -0.854 -0.775 3.783
H -0.944 0.039 -3.166
H 0.728 0.680 -3.209
H -1.949 0.937 0.044
*
```

SMILES string   Cn1c(C=O)c[nH+]c1[C@@H]1C=CC=C(Cl)C1
LUMO energy   -0.1468 Ha
Relative energy (zero: lowest compared OMol25 entry of this formula, charge and spin)   0.000 eV
DFT total energy   -29143.046 eV
HOMO energy   -12.39 eV
Gap between HOMO and LUMO   8.4 eV